[1]
C5H11N3O2 | ωB97M-V/def2-TZVPD

Last column: Löwdin charge in e.
Element x y z (Å)
C1 -1.538 0.575 0.837  -0.06
C2 -0.924 -0.074 -0.385  -0.42
C3 0.046 0.795 -1.257  -0.33
C4 -0.539 2.065 -1.602  0.01
N1 -1.331 -1.186 -0.895  0.10
H1 -2.143 -1.547 -0.389  0.05
H2 0.439 0.136 -2.038  0.13
H3 -2.582 0.847 0.667  0.08
H4 -1.511 -0.130 1.674  0.08
H5 -1.012 1.494 1.102  0.07
H6 -0.157 2.959 -1.132  0.03
H7 -1.574 2.066 -1.919  0.04
C5 1.446 -0.014 0.308  -0.52
N2 1.348 -2.331 0.255  0.10
N3 1.633 -0.004 1.634  0.23
O1 1.772 -1.095 -0.409  -0.03
O2 1.248 1.088 -0.349  0.04
H8 0.444 -2.497 -0.201  0.07
H9 2.012 -2.998 -0.131  0.10
H10 1.707 -0.905 2.083  0.11
H11 1.218 0.757 2.148  0.12

Properties
- Largest force on an atom: 0.6 eV Å⁻¹
- HOMO (spin up / spin down): -6.727 / -5.103 eV
- 2S+1: 1
- Relative energy (zero: lowest compared OMol25 entry of this formula, charge and spin): 657.6 kJ/mol
- Frontier orbital gap (spin up / spin down): 7.3 / 5.3 eV
- DFT total energy: -511.65573 Ha

[2]
C42H33N11O3STi | ωB97M-V/def2-TZVPD

Last column: Löwdin charge in e.
Element x y z (Å)
Ti1 -1.517 -0.811 -1.738  0.69
C1 2.691 5.375 2.524  -0.09
O1 3.178 5.851 1.279  -0.09
C2 2.342 5.733 0.207  -0.31
C3 2.842 6.162 -1.018  -0.01
C4 2.065 6.078 -2.156  -0.03
C5 0.792 5.505 -2.116  -0.29
C6 0.310 5.056 -0.892  -0.02
C7 1.062 5.202 0.269  -0.05
N1 -0.062 5.637 -3.253  0.05
N2 -0.857 4.768 -3.655  0.06
C8 -0.748 3.388 -3.364  -0.25
C9 0.464 2.719 -3.470  -0.04
C10 0.558 1.332 -3.529  -0.06
C11 -0.599 0.536 -3.340  -0.38
O2 -0.600 -0.812 -3.348  -0.19
C12 -1.828 1.209 -3.059  -0.18
N3 -2.867 0.416 -2.649  -0.02
C13 -4.099 0.968 -2.515  -0.14
C14 -4.311 2.300 -2.754  -0.07
C15 -3.235 3.150 -3.061  -0.02
C16 -1.953 2.622 -3.190  -0.10
H1 3.498 5.519 3.238  0.10
H2 2.428 4.315 2.471  0.06
H3 1.820 5.947 2.857  0.10
H4 3.838 6.593 -1.046  0.12
H5 2.444 6.438 -3.107  0.11
H6 -0.691 4.644 -0.827  0.12
H7 0.636 4.886 1.209  0.10
H8 1.359 3.311 -3.633  0.11
H9 1.495 0.851 -3.778  0.10
H10 -4.898 0.304 -2.220  0.10
H11 -5.318 2.695 -2.688  0.10
H12 -3.386 4.210 -3.223  0.11
C17 2.566 2.042 0.493  -0.04
N4 1.245 1.494 0.241  -0.10
C18 0.904 0.499 -0.564  -0.10
N5 -0.405 0.296 -0.460  -0.02
C19 -0.809 1.228 0.459  -0.14
N6 0.169 1.956 0.913  0.16
C20 3.151 1.550 1.801  -0.18
C21 3.977 2.382 2.544  -0.04
C22 4.513 1.941 3.747  -0.05
C23 4.198 0.686 4.239  -0.01
C24 3.367 -0.149 3.498  -0.13
C25 2.863 0.279 2.275  0.04
C26 2.981 -1.458 4.022  -0.29
N7 3.196 -1.957 5.189  0.12
N8 2.551 -3.188 5.222  0.12
C27 1.997 -3.345 4.072  -0.29
O3 2.236 -2.290 3.255  0.13
C28 1.136 -4.432 3.604  -0.13
C29 0.476 -5.242 4.522  -0.01
C30 -0.399 -6.213 4.068  -0.05
C31 -0.635 -6.368 2.709  -0.03
C32 0.030 -5.572 1.786  -0.20
C33 -0.219 -5.774 0.306  -0.06
N9 -0.145 -4.531 -0.457  -0.11
C34 -0.759 -3.383 -0.204  -0.13
N10 -0.474 -2.515 -1.166  -0.03
C35 0.338 -3.231 -2.013  -0.15
N11 0.560 -4.454 -1.614  0.14
C36 0.925 -4.611 2.239  0.03
H13 2.471 3.125 0.514  0.10
H14 3.197 1.764 -0.350  0.15
H15 1.592 -0.049 -1.186  0.15
H16 -1.833 1.329 0.776  0.12
H17 4.189 3.385 2.185  0.10
H18 5.174 2.590 4.309  0.11
H19 4.577 0.337 5.192  0.12
H20 2.222 -0.389 1.712  0.12
H21 0.647 -5.086 5.580  0.12
H22 -0.925 -6.841 4.777  0.11
H23 -1.340 -7.116 2.361  0.12
H24 -1.199 -6.220 0.156  0.13
H25 0.525 -6.438 -0.124  0.13
H26 -1.389 -3.198 0.652  0.12
H27 0.742 -2.819 -2.923  0.12
H28 1.466 -3.988 1.535  0.13
S1 -3.207 -1.274 -0.057  0.61
C37 -4.068 -2.333 -1.179  -0.66
C38 -3.536 -2.643 -2.439  -0.15
C39 -4.184 -3.519 -3.298  -0.08
C40 -5.380 -4.108 -2.920  -0.10
C41 -5.941 -3.780 -1.691  -0.09
C42 -5.299 -2.901 -0.831  -0.12
H29 -2.617 -2.180 -2.776  0.05
H30 -3.756 -3.732 -4.272  0.11
H31 -5.880 -4.809 -3.579  0.10
H32 -6.893 -4.209 -1.397  0.10
H33 -5.743 -2.633 0.121  0.10

Properties
- Largest force on an atom: 2.2 eV Å⁻¹
- HOMO (spin up / spin down): -5.097 / -5.093 eV
- 2S+1: 1
- Frontier orbital gap (spin up / spin down): 4.7 / 4.7 eV
- DFT total energy: -3695.98195 Ha

[3]
H12O6 | ωB97M-V/def2-TZVPD

Last column: Löwdin charge in e.
Element x y z (Å)
O1 -2.364 -1.338 0.992  -0.05
H1 -2.745 -1.528 1.829  0.04
H2 -1.444 -1.677 0.985  0.01
O2 0.232 -2.307 1.214  -0.07
H3 1.151 -2.116 0.976  0.00
H4 0.102 -3.102 0.677  0.06
O3 2.346 -1.255 -0.028  -0.10
H5 2.040 -0.651 -0.819  0.09
H6 2.799 -0.633 0.534  0.04
O4 -2.098 1.199 -0.119  -0.05
H7 -3.031 1.356 -0.147  0.05
H8 -2.080 0.261 0.197  0.03
O5 2.284 1.211 -1.355  -0.08
H9 2.621 1.471 -2.216  0.05
H10 1.483 1.753 -1.176  0.01
O6 -0.081 2.596 -0.765  -0.09
H11 -0.835 1.979 -0.909  0.01
H12 -0.379 2.780 0.128  0.04

Properties
- Largest force on an atom: 2.7 eV Å⁻¹
- HOMO: -11.236 eV
- SMILES: O.O.O.O.O.O
- 2S+1: 1
- Relative energy (zero: lowest compared OMol25 entry of this formula, charge and spin): 65.4 kJ/mol
- Frontier orbital gap: 12.0 eV
- DFT total energy: -458.64756 Ha

[4]
C20H31NO7P | ωB97M-V/def2-TZVPD

Last column: Löwdin charge in e.
Element x y z (Å)
C1 2.995 2.640 1.678  -0.08
C2 1.565 2.176 1.892  -0.33
O1 1.504 1.227 2.932  -0.22
P1 0.876 -0.193 2.456  0.60
C3 -0.603 -0.509 3.440  -0.13
C4 -1.882 -0.243 2.956  -0.63
O2 -2.865 -0.740 3.523  -0.05
O3 -2.023 0.546 1.819  -0.07
C5 -3.174 0.192 1.086  -0.28
C6 -2.893 -1.027 0.241  -0.08
O4 0.531 -0.217 0.956  -0.35
O5 1.876 -1.462 2.714  -0.23
C7 1.362 -2.569 2.003  -0.34
C8 2.253 -3.797 2.060  -0.08
H1 3.060 3.520 1.039  0.06
H2 3.452 2.881 2.637  0.06
H3 3.595 1.847 1.235  0.07
H4 0.907 3.013 2.183  0.12
H5 1.135 1.732 0.976  0.09
H6 -0.472 -1.046 4.355  0.05
H7 -3.994 0.027 1.797  0.10
H8 -3.449 1.057 0.472  0.11
H9 -3.744 -1.322 -0.376  0.06
H10 -2.039 -0.835 -0.410  0.07
H11 -2.619 -1.866 0.881  0.08
H12 0.361 -2.782 2.415  0.11
H13 1.214 -2.234 0.960  0.10
H14 1.770 -4.667 1.613  0.07
H15 3.189 -3.626 1.529  0.07
H16 2.502 -4.038 3.093  0.06
C9 4.396 1.219 6.941  -0.02
C10 3.984 -0.215 7.297  -0.57
C11 4.085 -1.140 6.079  -0.02
C12 4.897 -0.736 8.414  -0.03
O6 2.628 -0.224 7.811  0.04
C13 1.691 0.231 6.926  -0.51
N1 0.388 0.329 7.403  0.18
C14 -0.208 1.442 7.268  -0.06
C15 -1.560 1.653 7.729  -0.19
C16 -2.109 2.932 7.827  -0.03
C17 -3.379 3.106 8.332  -0.09
C18 -4.122 2.014 8.733  -0.09
C19 -3.600 0.741 8.619  -0.08
C20 -2.330 0.562 8.122  -0.01
O7 1.946 0.580 5.795  0.07
H17 4.268 1.871 7.804  0.09
H18 5.438 1.263 6.629  0.09
H19 3.775 1.604 6.134  0.08
H20 3.767 -2.146 6.347  0.09
H21 3.436 -0.787 5.278  0.07
H22 5.107 -1.187 5.705  0.09
H23 4.602 -1.743 8.703  0.08
H24 5.938 -0.753 8.092  0.08
H25 4.815 -0.099 9.294  0.08
H26 0.336 2.263 6.831  0.13
H27 -1.527 3.782 7.516  0.11
H28 -3.790 4.099 8.419  0.10
H29 -5.114 2.155 9.129  0.10
H30 -4.183 -0.113 8.921  0.10
H31 -1.910 -0.425 8.024  0.11

Properties
- Largest force on an atom: 4.8 eV Å⁻¹
- Total charge: -1
- HOMO: -3.189 eV
- 2S+1: 1
- Frontier orbital gap: 5.5 eV
- DFT total energy: -1703.58709 Ha

[5]
C5H12OS2 | ωB97M-V/def2-TZVPD

Last column: Löwdin charge in e.
Element x y z (Å)
C1 2.177 -0.144 0.803  -0.28
C2 2.856 -1.068 -0.199  -0.36
O1 4.196 -1.426 0.455  -0.15
C3 0.776 0.206 0.388  -0.70
S1 0.603 1.128 -1.131  0.67
S2 -2.280 -0.416 1.087  0.65
C4 -2.499 0.553 -0.476  -0.70
C5 -3.972 0.452 -0.756  -0.23
H1 2.818 0.743 0.756  0.11
H2 2.243 -0.496 1.857  0.14
H3 4.002 -0.423 -0.261  0.20
H4 2.463 -0.711 -1.196  0.10
H5 2.485 -2.090 -0.091  0.13
H6 0.239 0.747 1.193  0.05
H7 0.132 -0.666 0.156  0.05
H8 -2.149 1.600 -0.253  0.06
H9 -1.941 0.222 -1.349  0.04
H10 -4.186 -0.638 -0.847  0.07
H11 -4.522 0.737 0.162  0.06
H12 -4.360 0.998 -1.632  0.08

Properties
- Largest force on an atom: 6.5 eV Å⁻¹
- HOMO: -8.524 eV
- 2S+1: 1
- Relative energy (zero: lowest compared OMol25 entry of this formula, charge and spin): 842.5 kJ/mol
- Frontier orbital gap: 4.4 eV
- DFT total energy: -1068.99928 Ha

[6]
C34H59ClN2O2ScSi | ωB97M-V/def2-TZVPD

Last column: Löwdin charge in e.
Element x y z (Å)
O1 1.256 -1.594 -0.922  -0.26
O2 0.774 -0.532 -3.049  -0.27
C1 2.615 -1.892 -0.570  -0.23
C2 2.732 -2.977 0.453  -0.05
H1 3.057 -0.952 -0.190  0.12
H2 3.114 -2.116 -1.523  0.11
H3 2.364 -2.622 1.423  0.06
H4 3.780 -3.266 0.551  0.10
H5 2.174 -3.877 0.174  0.08
C3 0.192 -2.547 -0.724  -0.24
C4 0.176 -3.605 -1.790  -0.04
H6 -0.727 -1.942 -0.733  0.11
H7 0.242 -2.980 0.285  0.10
H8 0.087 -3.137 -2.778  0.04
H9 -0.687 -4.258 -1.618  0.09
H10 1.098 -4.198 -1.741  0.09
C5 -0.371 0.061 -3.680  -0.25
C6 1.830 -1.005 -3.894  -0.25
C7 -1.551 -0.859 -3.558  -0.05
H11 -0.142 0.298 -4.728  0.13
H12 -0.525 0.996 -3.127  0.08
H13 -1.363 -1.798 -4.091  0.08
H14 -2.423 -0.368 -3.995  0.08
H15 -1.777 -1.089 -2.511  0.06
C8 1.332 -1.983 -4.920  -0.06
H16 2.563 -1.474 -3.216  0.10
H17 2.313 -0.124 -4.359  0.11
H18 0.820 -2.824 -4.448  0.06
H19 2.191 -2.368 -5.470  0.09
H20 0.653 -1.487 -5.615  0.08
H21 0.907 0.053 -1.381  0.10
N1 -0.627 -0.607 2.811  -0.01
C9 -1.366 -0.015 3.782  -0.34
C10 -2.099 1.186 3.668  -0.04
C11 -2.449 1.906 2.513  -0.33
C12 -1.459 -0.705 5.113  0.01
H22 -0.491 -1.088 5.460  0.09
H23 -2.187 -1.528 5.082  0.10
H24 -1.803 0.037 5.840  0.09
C13 -3.562 2.894 2.469  0.01
H25 -4.319 2.583 1.733  0.11
H26 -3.200 3.896 2.193  0.10
H27 -4.026 2.949 3.456  0.09
N2 -1.742 1.765 1.385  -0.05
C14 -0.329 -2.012 2.945  -0.21
C15 0.878 -2.460 3.517  -0.24
C16 1.912 -1.524 4.058  -0.05
C17 1.126 -3.830 3.612  -0.05
H28 2.082 -4.148 4.032  0.12
C18 0.176 -4.762 3.206  -0.05
H29 0.389 -5.826 3.262  0.11
C19 -1.069 -4.313 2.757  -0.04
H30 -1.858 -5.015 2.496  0.12
C20 -1.338 -2.953 2.643  -0.23
C21 -2.710 -2.511 2.256  -0.03
C22 -2.077 2.384 0.147  -0.25
C23 -1.481 3.620 -0.180  -0.23
C24 -0.667 4.352 0.845  -0.04
C25 -1.575 4.073 -1.496  -0.04
H31 -1.093 5.011 -1.768  0.12
C26 -2.278 3.328 -2.450  -0.06
H32 -2.357 3.699 -3.472  0.12
C27 -2.914 2.134 -2.090  -0.04
H33 -3.501 1.579 -2.823  0.12
C28 -2.825 1.643 -0.790  -0.21
C29 -3.442 0.331 -0.407  -0.02
Sc1 0.090 0.912 1.423  0.83
H34 2.703 -1.335 3.316  0.07
H35 2.408 -2.001 4.917  0.10
H36 1.505 -0.568 4.406  0.07
H37 -2.704 -1.677 1.541  0.06
H38 -3.309 -2.210 3.129  0.09
H39 -3.228 -3.357 1.788  0.09
H40 -0.604 5.414 0.575  0.10
H41 0.372 3.986 0.909  0.06
H42 -1.104 4.293 1.851  0.07
H43 -3.768 0.303 0.641  0.08
H44 -2.746 -0.512 -0.562  0.06
H45 -4.321 0.129 -1.036  0.10
H46 -2.547 1.547 4.592  0.11
C30 0.906 1.168 -0.878  -0.19
Si1 2.123 2.254 -1.942  0.50
H47 -0.078 1.663 -0.891  0.02
H48 1.504 1.183 0.086  -0.02
C31 3.745 1.349 -2.169  -0.15
C32 2.521 3.786 -0.965  -0.17
C33 1.489 2.808 -3.604  -0.16
H49 2.082 3.667 -3.944  0.05
H50 0.450 3.144 -3.588  0.02
H51 1.564 2.054 -4.391  0.03
H52 4.274 1.230 -1.222  0.04
H53 4.390 1.932 -2.830  0.05
H54 3.668 0.354 -2.603  0.01
H55 2.732 3.589 0.088  0.02
H56 1.718 4.524 -1.012  0.03
H57 3.420 4.242 -1.395  0.05
Cl1 0.971 2.301 3.277  0.66
C34 2.072 1.467 2.152  -0.58
H58 2.752 2.169 1.678  0.00
H59 2.531 0.589 2.608  -0.01

Properties
- Largest force on an atom: 3.2 eV Å⁻¹
- Total charge: +1
- HOMO: -11.150 eV
- 2S+1: 1
- Frontier orbital gap: 8.6 eV
- DFT total energy: -3101.15646 Ha